(1)
Computed, not measured: 9 unconnected molecules or ions with the total composition C46H53F5N4, with ωB97M-V/def2-TZVPD.

## Properties
- Frontier orbital gap: 9.8 eV
- 2S+1: 1
- Structure (SMILES): Fc1ccccc1.Fc1ccccc1.Fc1ccccc1.Fc1ccccc1.Fc1ccccc1.CCCC#N.CCCC#N.CCCC#N.CCCC#N
- Molar mass: 756.95 Da
- E_HOMO: -9.16 eV

Geometry as XYZ:
```
108
C46H53F5N4 ωB97M-V/def2-TZVPD
F -1.614 2.565 -4.513
F 5.082 -2.701 -0.535
F -0.137 -5.396 3.137
F -1.033 -1.742 -5.538
F -2.507 0.646 3.641
N -4.727 2.221 -2.521
N -1.722 -2.040 -0.153
N 2.128 0.731 4.882
N 3.496 2.910 -0.611
C 1.512 -2.962 0.034
C 0.782 -0.364 -4.827
C -0.781 -0.194 -1.613
C -0.888 -1.663 4.691
C -0.326 -4.157 3.676
C -1.264 -1.284 -0.875
C 2.566 -1.430 -3.620
C 1.074 3.989 -2.619
C 3.834 -3.242 -0.521
C -0.981 4.114 -1.348
C 1.996 -0.337 -4.196
C -1.648 3.600 -2.431
C 0.143 -1.613 -4.943
C -3.930 0.806 1.748
C -3.085 1.371 2.666
C 0.617 -2.693 -4.254
C -2.760 2.728 2.630
C -1.310 -3.387 3.083
C -3.869 2.968 0.549
C -4.791 -1.701 -2.298
C 2.250 0.037 3.971
C 1.728 3.760 2.348
C -5.033 1.392 -3.243
C 4.674 -1.584 3.105
C 0.355 0.532 -0.914
C 1.305 -4.272 -0.462
C 3.154 2.864 0.492
C 2.688 2.635 1.881
C -0.100 1.246 0.393
C 3.703 -4.525 -0.969
C 2.808 -2.472 -0.019
C -3.141 3.531 1.582
C 0.102 -2.487 5.341
C -0.912 3.144 -3.507
C 0.409 3.337 -3.629
C -5.335 0.186 -4.026
C -4.275 1.619 0.659
C 2.394 -5.026 -0.906
C 2.392 5.138 2.244
C 2.171 -1.021 2.970
C 1.824 -2.546 -3.548
C 3.231 -2.092 3.331
C -4.510 -0.995 -3.668
C 0.411 -3.755 4.751
C 0.354 4.379 -1.416
C -1.568 -2.145 3.556
H -5.908 -1.839 -2.178
H -1.060 1.747 0.349
H 0.716 -2.258 0.337
H 2.126 4.172 -2.643
H 0.990 4.722 -0.552
H 1.130 -4.439 5.180
H 2.165 -6.038 -1.198
H 2.432 -0.516 2.031
H -1.630 0.503 -1.730
H 3.059 -1.479 0.238
H -4.476 -1.129 -1.453
H 2.571 5.428 1.218
H 0.688 -2.053 6.185
H 0.273 0.386 -5.322
H 1.149 -1.368 2.992
H -4.303 3.518 -0.215
H -5.098 0.533 -5.022
H 3.346 5.208 2.799
H -6.432 0.020 -3.996
H -5.010 1.297 -0.037
H -2.098 3.029 3.438
H -4.333 -0.204 1.778
H 3.151 -2.449 4.349
H -2.859 4.586 1.650
H -2.664 3.361 -2.407
H 1.681 5.858 2.648
H 2.253 1.666 1.918
H 3.620 2.717 2.488
H -1.116 -0.681 5.087
H 4.771 -1.385 2.046
H -2.239 -1.490 3.023
H 5.315 -2.362 3.410
H -1.392 4.360 -0.387
H 3.462 -1.327 -3.027
H 0.715 1.347 -1.566
H -0.019 -3.520 -3.987
H -1.857 -3.730 2.148
H -0.460 -0.474 -2.588
H 2.287 -3.374 -3.019
H 0.665 2.039 0.512
H 0.395 -4.778 -0.233
H 4.598 -5.015 -1.325
H 0.771 3.771 1.878
H -4.293 -2.639 -2.104
H 1.168 -0.094 -0.611
H 4.867 -0.637 3.721
H 1.540 3.530 3.378
H 3.133 -2.998 2.697
H -3.443 -0.646 -3.713
H -0.172 0.601 1.270
H 0.903 3.046 -4.517
H -4.575 -1.759 -4.472
H 2.557 0.619 -4.108
```

***

(2)
Computed, not measured: a molecular structure, C46H57BBrCsN12O4PS2, with ωB97M-V/def2-TZVPD.

## Properties
- Frontier orbital gap (spin up / spin down): 7.5 / 4.9 eV
- 2S+1: 2
- Molar mass: 1160.77 Da
- E_HOMO (spin up / spin down): -7.68 / -7.68 eV

Geometry as XYZ:
```
125
C46H57BBrCsN12O4PS2 ωB97M-V/def2-TZVPD
Cs 2.240 -0.959 -0.690
Br 1.822 -1.481 2.642
S -1.627 1.147 2.658
S -1.448 3.789 0.567
P -1.912 3.104 2.431
O 4.697 -6.320 -1.098
O 2.068 -3.061 -1.881
O 3.980 1.016 -0.896
O -0.610 -3.237 -1.966
N -0.185 2.372 -4.069
N -3.477 -0.099 0.437
N 2.517 -4.702 -0.225
N 2.411 0.239 -3.159
N -0.129 3.695 -3.788
N -1.647 -2.400 1.929
N 1.559 2.834 -1.696
N 1.109 0.222 -3.555
N -1.633 -0.701 -3.053
N 2.352 -3.873 0.809
N -1.315 0.587 -2.799
N 0.572 1.873 -1.703
C -1.377 5.282 4.061
C 1.729 -4.235 1.858
C -3.499 0.441 -2.539
C -3.630 -2.118 -3.135
C -0.618 6.017 4.958
C 1.722 -2.307 7.697
C 2.779 -5.998 -4.755
C 1.095 -2.905 5.444
C -5.776 4.416 2.067
C 0.551 5.479 5.481
C -2.416 1.299 -2.495
C 3.683 -7.023 -4.508
C -2.943 -0.808 -2.900
C -0.888 3.398 -5.888
C 2.776 4.193 -0.072
C -3.441 -1.590 0.471
C 3.051 -0.665 -3.885
C -1.995 -2.063 0.551
C -5.529 3.391 4.230
C 4.319 -7.116 -3.280
C 1.589 -3.333 3.012
C 2.528 -5.059 -3.765
C -3.642 3.536 2.746
C 4.512 -0.944 -3.710
C 0.197 3.465 4.218
C -4.193 3.146 3.967
C -0.972 4.002 3.690
C -0.652 2.170 -5.320
C 2.916 -4.023 -1.508
C 4.049 -6.178 -2.292
C 0.209 1.574 -0.456
C 2.166 -1.277 -4.792
C 0.963 2.372 0.418
C 0.089 -1.943 5.487
C 0.956 4.205 5.112
C 0.955 -0.689 -4.548
C 1.899 -3.090 6.565
C -0.543 4.319 -4.879
C 0.722 -1.345 7.728
C -0.099 -1.170 6.623
C -4.434 4.173 1.798
C -6.323 4.021 3.277
C 1.300 -3.744 4.243
C 3.155 -5.131 -2.530
C -0.601 5.814 -4.927
C 1.779 3.150 -0.447
B 0.081 1.249 -3.037
H -4.542 0.694 -2.429
H -4.712 -1.993 -3.122
H 2.280 -5.929 -5.714
H 3.925 -3.603 -1.269
H -2.857 0.319 1.183
H -3.345 -2.858 -2.384
H 4.685 -2.021 -3.685
H -7.371 4.199 3.480
H 5.029 -7.905 -3.069
H -0.726 -2.821 1.955
H -1.857 -2.943 -0.071
H -2.355 2.358 -2.297
H 3.467 0.968 -1.736
H -3.983 -1.929 1.352
H 1.144 6.056 6.179
H -1.354 -1.282 0.117
H -3.573 2.646 4.702
H -0.555 -1.808 4.628
H 0.500 2.462 3.946
H -1.253 3.605 -6.880
H 4.290 -5.711 -0.463
H -2.286 5.705 3.649
H -1.259 6.206 -4.150
H 1.862 3.780 5.525
H -3.946 -1.953 -0.422
H 5.067 -0.532 -4.554
H -1.592 -1.566 2.506
H 1.849 -4.230 -3.924
H 4.902 -0.494 -2.795
H -4.416 0.272 0.572
H 3.431 3.844 0.728
H 0.380 -3.279 -1.984
H -0.972 6.152 -5.894
H 0.387 6.247 -4.768
H -3.150 0.234 -0.485
H 3.895 -7.759 -5.274
H 2.678 -3.843 6.544
H -6.391 4.913 1.328
H 0.936 2.368 1.495
H 2.365 -2.451 8.555
H 1.284 -5.229 1.962
H 4.172 1.955 -0.807
H -0.891 -0.432 6.644
H 1.871 -5.483 -0.324
H 0.579 -0.739 8.613
H -5.956 3.086 5.177
H 2.273 5.093 0.285
H -0.006 -0.867 -4.996
H -0.937 7.009 5.249
H -0.788 1.177 -5.717
H 2.389 -2.048 -5.510
H -4.003 4.478 0.852
H 1.228 -4.820 4.379
H -3.344 -2.528 -4.103
H -0.554 0.849 -0.226
H 3.374 4.461 -0.942
H -0.808 -2.485 -2.542
```